Entry from the OMol25 dataset: C3H40AlI2O16 as an isolated structure (ωB97M-V/def2-TZVPD).

Last column: Löwdin charge in e.
Geometry (Å):
C (-1.642, 1.450, -0.441)  -0.187
C (-2.179, 1.165, 0.954)  -0.836
I (-1.266, -0.727, 1.621)  0.886
C (-1.941, 2.306, 1.925)  -0.901
Al (-0.277, 2.300, 3.165)  0.078
I (-3.699, 2.530, 3.163)  0.720
H (-0.783, 2.113, -0.430)  0.057
H (-1.368, 0.507, -0.910)  0.040
H (-2.454, 1.843, -1.052)  0.051
H (-3.235, 0.911, 0.932)  -0.005
H (-1.867, 3.211, 1.317)  0.018
H (0.976, 1.515, 2.495)  -0.113
H (0.127, 3.819, 3.461)  -0.103
H (-0.724, 1.619, 4.565)  -0.123
O (-0.587, 2.573, -3.095)  -0.049
H (-1.314, 2.143, -3.556)  0.052
H (0.110, 2.664, -3.756)  0.030
O (-3.792, -0.145, -2.141)  -0.064
H (-3.750, -0.993, -1.687)  0.027
H (-4.432, 0.350, -1.618)  0.030
O (-0.637, 6.212, 3.420)  -0.090
H (-1.360, 6.185, 2.786)  0.031
H (-0.716, 7.066, 3.856)  0.023
O (1.449, -1.235, -0.747)  -0.103
H (0.783, -0.925, -0.113)  -0.077
H (2.180, -0.627, -0.571)  0.032
O (-4.384, 3.903, -0.647)  -0.065
H (-3.806, 3.551, -1.331)  0.018
H (-4.148, 3.408, 0.147)  -0.017
O (-4.873, -1.069, 0.694)  -0.079
H (-4.064, -1.349, 1.145)  -0.039
H (-5.541, -1.700, 0.976)  0.040
O (1.646, 1.624, -1.153)  -0.061
H (0.816, 1.821, -1.617)  0.009
H (2.200, 2.393, -1.331)  0.061
O (-1.984, -4.729, 1.801)  -0.070
H (-1.853, -4.030, 2.454)  0.027
H (-1.444, -4.437, 1.057)  0.041
O (-2.547, -7.074, -0.294)  -0.057
H (-2.416, -6.368, 0.349)  -0.006
H (-2.021, -6.817, -1.057)  0.031
O (3.896, -2.742, -0.505)  -0.056
H (3.027, -2.349, -0.695)  0.012
H (4.322, -2.834, -1.364)  0.040
O (6.732, -1.963, -1.672)  -0.055
H (6.820, -1.127, -1.196)  0.051
H (6.748, -2.609, -0.960)  0.033
O (-4.245, -5.390, 4.076)  -0.055
H (-4.963, -5.808, 3.593)  0.032
H (-3.574, -5.227, 3.405)  -0.003
O (5.754, -1.460, 1.154)  -0.069
H (6.404, -1.993, 1.621)  0.033
H (5.160, -2.086, 0.703)  -0.011
O (1.260, 4.046, 0.627)  -0.109
H (1.261, 3.115, 0.369)  -0.029
H (1.276, 3.996, 1.595)  -0.032
O (1.898, 1.111, -4.110)  -0.055
H (2.487, 0.820, -4.812)  0.039
H (2.095, 0.548, -3.352)  0.028
O (6.898, -1.358, -4.664)  -0.069
H (6.780, -2.294, -4.843)  0.027
H (6.935, -1.314, -3.700)  -0.008

**ΔE to the lowest compared entry with this formula, charge and spin**: 0.0 kJ/mol
**Net charge**: -1



Entry from the OMol25 dataset: a 16-piece molecular cluster, C3H40N2O15S overall in a non-equilibrium geometry (ωB97M-V/def2-TZVPD).

Last column: Löwdin charge in e.
Geometry (Å):
C (-2.787, -1.831, -0.414)  -0.342
C (-2.665, -3.254, 0.038)  -0.521
S (-2.392, -4.395, -1.412)  0.700
N (-2.322, -0.741, 0.450)  -0.068
C (-0.881, -0.314, 0.125)  -0.319
N (-0.692, 0.880, 0.879)  0.010
H (-2.335, -1.707, -1.456)  0.094
H (-3.839, -1.466, -0.559)  0.119
H (-3.604, -3.618, 0.433)  0.049
H (-1.931, -3.292, 0.863)  0.081
H (-1.109, -4.023, -1.530)  -0.182
H (-2.205, -1.032, 1.458)  0.095
H (-0.163, -1.076, 0.664)  0.128
H (-0.642, -0.349, -0.962)  0.086
H (-0.778, 1.676, 0.237)  0.071
H (-0.099, 0.796, 1.689)  0.028
H (-1.475, 0.075, 3.587)  0.031
H (-2.633, 1.074, 3.130)  0.095
O (-2.428, 0.071, 3.354)  -0.116
H (-0.677, 2.515, -2.474)  -0.001
H (0.752, 2.065, -2.119)  -0.014
O (0.203, 2.878, -2.225)  -0.108
H (2.918, 1.885, 2.453)  -0.004
H (3.769, 0.732, 1.866)  0.093
O (3.154, 0.996, 2.590)  -0.031
H (2.170, 1.049, -4.047)  0.081
H (0.720, 0.876, -3.761)  0.037
O (1.545, 0.970, -3.310)  -0.037
H (0.371, -1.587, -1.687)  -0.025
H (1.080, -3.032, -1.462)  -0.011
O (0.353, -2.494, -1.559)  -0.013
H (-4.701, 1.862, 1.740)  0.076
H (-3.535, 1.336, 0.966)  -0.021
O (-4.113, 2.122, 0.954)  -0.110
H (1.239, 3.800, 2.545)  -0.003
H (0.509, 2.609, 1.837)  -0.005
O (1.034, 2.905, 2.565)  -0.016
H (3.405, 2.455, -0.298)  0.007
H (2.979, 3.609, 0.694)  0.090
O (3.426, 2.690, 0.601)  -0.081
H (-2.828, 2.031, -2.398)  0.107
H (-2.294, 1.409, -1.033)  0.012
O (-2.077, 1.545, -1.957)  -0.060
H (0.630, 4.177, -0.118)  0.039
H (0.147, 4.993, 1.049)  0.095
O (1.001, 4.640, 0.660)  -0.084
H (4.089, -3.099, -1.148)  0.062
H (3.226, -4.109, -0.370)  0.012
O (3.213, -3.529, -1.129)  -0.047
H (2.052, -0.020, 2.604)  -0.040
H (1.221, -0.736, 3.603)  0.041
O (1.232, -0.576, 2.662)  -0.085
H (-1.356, -0.961, -4.354)  0.019
H (-0.581, -1.771, -3.398)  -0.012
O (-0.927, -1.810, -4.300)  -0.043
H (1.186, -4.481, 1.339)  0.045
H (2.237, -3.431, 1.281)  0.008
O (2.096, -4.314, 1.599)  -0.036
H (2.154, 0.437, -0.997)  0.068
H (2.146, 0.743, 0.377)  0.017
O (1.812, 1.150, -0.414)  -0.061

**ΔE to the lowest compared entry with this formula, charge and spin**: 612.7 kJ/mol



Entry from the OMol25 dataset: a 16-piece molecular cluster, C3H40NO15S2 overall in a non-equilibrium geometry (ωB97M-V/def2-TZVPD).

Last column: Löwdin charge in e.
Geometry (Å):
N (-0.561, 0.799, -0.371)  0.163
C (0.863, 0.908, -1.077)  -0.390
C (0.741, 1.187, -2.573)  -0.050
C (1.674, -0.252, -0.703)  -0.421
S (2.895, 0.031, 0.634)  0.566
S (1.927, 0.831, 2.231)  0.121
H (-0.653, 0.529, 0.842)  0.096
H (-0.978, 1.655, -0.620)  0.077
H (-1.009, -0.054, -0.678)  0.071
H (1.190, 1.857, -0.593)  0.124
H (1.682, 1.641, -2.966)  0.093
H (0.324, 0.437, -3.231)  0.078
H (0.163, 2.138, -2.674)  0.071
H (0.970, -1.089, -0.575)  0.087
H (2.386, -0.701, -1.373)  0.084
H (0.230, -4.108, 2.407)  0.055
H (-0.118, -2.037, 4.185)  0.044
H (0.600, -1.669, 2.866)  -0.039
O (0.403, -2.356, 3.465)  -0.027
H (0.540, -2.312, -2.492)  0.000
H (0.338, -3.339, -1.178)  0.093
O (0.018, -2.845, -1.981)  -0.040
H (-4.445, -3.903, -2.330)  0.050
H (-3.916, -4.242, -0.979)  0.071
O (-3.615, -4.165, -1.914)  -0.061
H (2.323, -3.756, 1.410)  0.027
H (3.150, -1.232, 0.906)  -0.095
O (3.000, -3.269, 0.832)  -0.117
H (4.759, 3.012, -0.067)  0.044
H (5.020, 1.767, -1.074)  0.044
O (4.390, 2.363, -0.661)  -0.083
H (-0.996, 1.369, 2.570)  0.086
H (-1.986, 0.288, 2.010)  0.080
O (-0.998, 0.489, 2.139)  -0.105
H (-4.197, 1.341, -2.184)  0.038
H (-5.800, 1.038, -2.286)  0.051
O (-4.990, 0.987, -1.761)  -0.057
H (-1.590, -2.188, -1.832)  -0.015
H (-2.859, -1.736, -1.898)  0.063
O (-2.119, -1.645, -1.242)  -0.098
H (0.770, 4.335, 1.809)  0.008
H (-0.425, 4.233, 2.621)  0.019
O (-0.099, 4.685, 1.858)  -0.034
H (-2.205, 3.577, -0.114)  0.002
H (-3.051, 3.527, 1.014)  0.063
O (-2.197, 3.119, 0.786)  -0.105
H (-2.326, 4.856, -2.096)  0.078
H (-0.988, 4.675, -1.077)  0.089
O (-1.781, 4.298, -1.529)  -0.050
H (1.801, 4.429, -3.088)  0.071
H (2.521, 4.019, -1.748)  0.012
O (1.720, 3.969, -2.235)  -0.041
H (-3.788, 1.303, 0.613)  0.014
H (-3.856, -0.192, 0.812)  0.061
O (-3.520, 0.616, 1.200)  -0.028
H (3.709, -3.925, 0.767)  0.050
H (0.700, -5.522, 2.170)  0.067
O (0.884, -4.625, 1.857)  -0.076
H (-1.807, -5.144, -1.018)  0.045
H (-0.884, -5.929, -1.946)  0.046
O (-0.835, -5.330, -1.194)  -0.072

**ΔE to the lowest compared entry with this formula, charge and spin**: 176.9 kJ/mol
**Net charge**: +1



Entry from the OMol25 dataset: a 17-piece molecular cluster, C3H40O17 overall in a non-equilibrium geometry (ωB97M-V/def2-TZVPD).

Last column: Löwdin charge in e.
Geometry (Å):
C (-1.391, 3.250, -0.061)  -0.017
C (-0.025, 2.573, 0.480)  -0.467
C (0.825, 3.706, 0.977)  -0.062
O (0.595, 1.868, -0.561)  -0.084
H (-2.195, 2.966, 0.611)  0.063
H (-1.634, 2.839, -1.082)  0.079
H (-1.376, 4.347, -0.136)  0.078
H (-0.387, 1.765, 1.077)  0.110
H (0.905, 4.427, 0.131)  0.110
H (1.671, 3.308, 1.562)  0.079
H (0.528, 4.412, 1.739)  0.078
H (0.694, 2.268, -1.455)  0.110
H (0.831, -0.984, -3.513)  0.094
H (0.138, 0.202, -2.557)  0.025
O (0.138, -0.319, -3.364)  -0.080
H (-3.610, -2.934, -0.875)  0.056
H (-2.104, -3.147, -0.317)  -0.019
O (-2.853, -2.544, -0.434)  -0.065
H (-2.196, -0.443, -3.422)  0.040
H (-3.468, -1.047, -3.283)  0.072
O (-2.556, -1.341, -3.495)  -0.053
H (4.351, 0.625, 2.491)  0.058
H (3.277, 0.774, 1.442)  -0.028
O (3.836, 1.282, 2.019)  -0.049
H (1.566, -1.954, 2.580)  0.104
H (1.183, -0.603, 2.106)  0.056
O (0.771, -1.354, 2.588)  -0.075
H (3.586, -0.655, -0.399)  0.076
H (3.828, -1.593, 0.829)  0.053
O (3.309, -0.854, 0.501)  -0.038
H (3.208, 2.437, -0.408)  0.009
H (4.138, 1.506, 0.211)  -0.023
O (4.120, 2.141, -0.524)  -0.065
H (-3.674, -0.896, -0.956)  -0.024
H (-4.918, -0.266, -0.142)  0.040
O (-4.401, -0.264, -0.952)  -0.069
H (-0.474, -1.770, -2.329)  0.022
H (-1.435, -2.691, -3.200)  0.070
O (-0.592, -2.735, -2.635)  -0.144
H (-1.412, 3.017, 2.663)  -0.015
H (-1.631, 2.406, 3.966)  0.026
O (-1.900, 3.194, 3.476)  -0.051
H (-2.015, -1.717, 2.087)  0.026
H (-0.895, -0.900, 2.731)  -0.038
O (-1.822, -0.843, 2.456)  -0.061
H (-0.453, -3.829, -1.263)  0.012
H (-0.594, -3.955, 0.404)  0.044
O (-0.816, -4.276, -0.470)  -0.062
H (0.391, 0.072, 3.715)  -0.003
H (0.956, 1.480, 3.641)  0.022
O (0.491, 0.896, 4.247)  -0.049
H (0.141, -1.822, -0.341)  0.030
H (0.283, -0.256, -0.159)  0.029
O (0.155, -0.974, -0.784)  -0.040
H (3.381, -3.241, -0.010)  0.018
H (2.120, -4.126, -0.312)  0.058
O (2.542, -3.536, 0.339)  -0.054
H (-0.869, 1.139, -3.424)  0.008
H (-0.781, 2.001, -4.514)  0.065
O (-0.760, 2.129, -3.540)  -0.086

**ΔE to the lowest compared entry with this formula, charge and spin**: 604.2 kJ/mol